No. 1
{"formula": "H20O10", "method": "ωB97M-V/def2-TZVPD", "symbols": ["O", "H", "H", "O", "H", "H", "O", "H", "H", "O", "H", "H", "O", "H", "H", "O", "H", "H", "O", "H", "H", "O", "H", "H", "O", "H", "H", "O", "H", "H"], "xyz": [[0.566, 2.738, 1.180], [0.115, 2.723, 2.030], [0.701, 1.749, 1.039], [0.479, -2.981, -0.157], [0.307, -2.042, -0.427], [1.431, -3.008, -0.216], [-2.208, -0.308, 1.668], [-2.650, -1.129, 1.955], [-2.979, 0.251, 1.460], [-2.042, 2.427, 2.844], [-2.034, 2.581, 3.761], [-1.754, 1.550, 2.762], [3.038, -1.373, -0.591], [2.884, -0.541, -0.209], [2.711, -1.409, -1.455], [0.670, 1.144, -2.130], [1.529, 1.491, -1.890], [0.225, 1.790, -2.690], [-2.196, 0.918, -2.319], [-1.962, 0.112, -1.856], [-2.955, 1.226, -1.806], [1.524, -1.575, -2.800], [2.062, -1.449, -3.580], [0.835, -0.911, -3.030], [0.159, 0.081, 0.242], [0.254, 0.324, -0.741], [-0.726, -0.063, 0.533], [0.906, -1.398, 2.500], [0.306, -2.079, 2.242], [0.817, -0.833, 1.686]], "homo_ev": -10.29, "gap_ev": 10.04, "relative_energy_kj_mol": 278.7, "mol_weight_g_mol": 180.2, "multiplicity": 1, "total_charge": 0, "smiles": "O.O.O.O.O.O.O.O.O.O"}


No. 2
{"formula": "H20O10", "method": "ωB97M-V/def2-TZVPD", "symbols": ["H", "H", "H", "H", "H", "H", "H", "H", "H", "H", "H", "H", "H", "H", "H", "H", "H", "H", "H", "H", "O", "O", "O", "O", "O", "O", "O", "O", "O", "O"], "xyz": [[0.787, -0.538, -0.005], [-0.338, 0.539, 0.551], [0.992, 0.251, -2.578], [1.623, -0.187, -3.806], [2.648, 3.085, 0.377], [1.071, 2.956, 0.683], [-3.309, 3.349, -0.392], [-2.274, 3.065, 0.680], [-3.109, -2.998, 0.673], [-4.362, -4.009, 0.382], [2.986, -0.314, 1.443], [3.538, 1.038, 1.556], [4.117, -2.490, -0.749], [2.914, -2.909, 0.121], [-2.075, 0.551, -1.058], [-1.976, 2.016, -1.313], [-0.773, -0.439, -2.649], [-0.372, -1.159, -1.350], [-0.344, -1.091, 4.053], [-1.509, -1.326, 3.083], [-0.134, -0.089, -0.136], [0.789, -0.280, -3.273], [2.010, 2.896, 1.050], [-2.587, 3.815, 0.146], [-3.437, -3.818, 0.142], [2.896, 0.481, 1.010], [3.790, -2.561, 0.094], [-1.492, 1.355, -0.903], [-0.907, -0.409, -1.664], [-1.166, -0.779, 3.833]], "homo_ev": -8.33, "gap_ev": 8.35, "relative_energy_kj_mol": 958.4, "mol_weight_g_mol": 180.1, "multiplicity": 1, "total_charge": 0}


No. 3
{"formula": "H20O10", "method": "ωB97M-V/def2-TZVPD", "symbols": ["H", "H", "H", "H", "H", "H", "H", "H", "H", "H", "H", "H", "H", "H", "H", "H", "H", "H", "H", "H", "O", "O", "O", "O", "O", "O", "O", "O", "O", "O"], "xyz": [[1.087, -0.071, -0.233], [0.369, 0.666, -1.352], [-1.954, -1.012, 1.557], [-2.465, 0.375, 1.912], [-3.748, 0.047, -2.541], [-3.789, -1.238, -3.352], [2.859, -2.898, -0.624], [2.800, -1.906, 0.525], [0.208, -3.142, 1.122], [-1.291, -3.372, 1.019], [0.147, -0.705, 3.567], [-0.067, 0.777, 3.307], [2.298, 2.579, -1.218], [2.125, 2.593, 0.292], [3.621, 0.137, -1.928], [4.360, 1.070, -0.983], [-2.090, -0.993, -0.998], [-0.889, -1.787, -1.487], [-0.830, 4.182, 0.940], [-2.210, 3.998, 1.550], [0.299, 0.455, -0.414], [-1.684, -0.187, 1.977], [-4.357, -0.546, -2.994], [3.092, -2.797, 0.305], [-0.493, -3.304, 0.482], [-0.180, -0.090, 2.901], [1.908, 3.093, -0.503], [4.362, 0.752, -1.893], [-1.255, -1.372, -0.698], [-1.759, 4.084, 0.702]], "homo_ev": -8.54, "gap_ev": 8.19, "relative_energy_kj_mol": 745.3, "mol_weight_g_mol": 180.1, "multiplicity": 1, "total_charge": 0}


No. 4
{"formula": "H20O10", "method": "ωB97M-V/def2-TZVPD", "symbols": ["O", "H", "H", "O", "H", "H", "O", "H", "H", "O", "H", "H", "O", "H", "H", "O", "H", "H", "O", "H", "H", "O", "H", "H", "O", "H", "H", "O", "H", "H"], "xyz": [[1.237, -0.154, 2.531], [1.484, -0.644, 3.316], [2.108, -0.041, 2.118], [0.063, 1.819, -2.835], [0.278, 1.197, -3.548], [0.330, 1.346, -2.029], [-0.437, 1.758, 3.463], [-0.053, 1.904, 4.314], [0.189, 1.096, 3.070], [0.168, 0.329, -0.543], [-0.646, -0.142, -0.335], [0.280, 0.988, 0.116], [-0.528, -2.249, 1.843], [0.128, -1.542, 1.834], [-0.994, -2.114, 2.644], [-2.112, -1.058, -0.039], [-1.469, -1.472, 0.561], [-2.340, -0.227, 0.311], [0.118, -1.591, -2.776], [0.081, -2.182, -3.536], [0.866, -1.030, -2.956], [0.330, 2.833, 0.667], [-0.128, 3.574, 0.295], [0.529, 3.151, 1.555], [-2.096, -0.227, -3.415], [-1.410, -0.765, -3.067], [-2.298, 0.461, -2.799], [2.496, -1.675, -0.127], [1.879, -2.415, -0.215], [1.933, -0.926, -0.405]], "homo_ev": -9.94, "gap_ev": 9.68, "relative_energy_kj_mol": 242.1, "mol_weight_g_mol": 180.2, "multiplicity": 1, "total_charge": 0, "smiles": "O.O.O.O.O.O.O.O.O.O"}


No. 5
{"formula": "H20O10", "method": "ωB97M-V/def2-TZVPD", "symbols": ["O", "H", "H", "O", "H", "H", "O", "H", "H", "O", "H", "H", "O", "H", "H", "O", "H", "H", "O", "H", "H", "O", "H", "H", "O", "H", "H", "O", "H", "H"], "xyz": [[2.974, 0.511, 1.746], [3.820, 0.115, 1.565], [2.434, 0.059, 1.099], [-0.544, -2.378, 0.220], [-1.467, -2.523, 0.413], [-0.267, -2.309, 1.112], [-0.260, 2.648, -2.374], [-0.402, 3.204, -3.134], [-0.196, 1.774, -2.770], [-1.788, 2.027, 1.330], [-1.066, 2.627, 1.037], [-2.418, 2.216, 0.630], [0.419, 0.436, 0.017], [0.273, -0.457, 0.262], [-0.398, 0.506, -0.463], [-0.553, -1.958, 2.945], [-0.523, -1.029, 2.807], [-0.084, -2.265, 3.699], [-1.817, 0.197, -1.480], [-2.265, 0.474, -2.278], [-1.833, -0.753, -1.429], [0.757, -1.967, -2.054], [0.217, -2.203, -1.290], [1.679, -2.180, -1.911], [1.004, 0.408, -3.134], [1.742, 0.009, -3.598], [0.674, -0.299, -2.546], [0.017, 0.664, 3.191], [-0.533, 1.179, 2.585], [0.406, 1.258, 3.798]], "homo_ev": -10.36, "gap_ev": 10.62, "relative_energy_kj_mol": 272.7, "mol_weight_g_mol": 180.2, "multiplicity": 1, "total_charge": 0, "smiles": "O.O.O.O.O.O.O.O.O.O"}


No. 6
{"formula": "H20O10", "method": "ωB97M-V/def2-TZVPD", "symbols": ["O", "H", "H", "O", "H", "H", "O", "H", "H", "O", "H", "H", "O", "H", "H", "O", "H", "H", "O", "H", "H", "O", "H", "H", "O", "H", "H", "O", "H", "H"], "xyz": [[5.553, 7.526, 19.226], [5.237, 6.907, 19.889], [6.391, 7.215, 18.910], [9.405, 6.949, 16.523], [10.213, 7.094, 16.963], [8.755, 7.249, 17.112], [11.740, 6.031, 18.202], [11.154, 5.422, 18.613], [12.496, 5.498, 17.868], [10.414, 4.542, 15.889], [10.047, 5.439, 16.047], [10.603, 4.539, 14.954], [8.280, 8.481, 18.663], [7.560, 9.068, 18.875], [8.816, 8.975, 17.967], [6.887, 7.254, 15.128], [6.286, 7.785, 15.683], [7.584, 7.812, 14.767], [12.789, 8.687, 18.749], [12.700, 7.957, 18.138], [11.939, 9.009, 19.005], [11.058, 8.845, 14.791], [11.593, 8.040, 14.828], [11.786, 9.483, 14.575], [9.792, 9.947, 16.924], [10.262, 9.369, 16.252], [9.798, 10.826, 16.395], [6.696, 5.539, 17.368], [7.145, 4.753, 17.169], [7.015, 6.129, 16.721]], "homo_ev": -10.81, "gap_ev": 10.60, "relative_energy_kj_mol": 272.5, "mol_weight_g_mol": 180.2, "multiplicity": 1, "total_charge": 0, "smiles": "O.O.O.O.O.O.O.O.O.O"}


No. 7
{"formula": "H20O10", "method": "ωB97M-V/def2-TZVPD", "symbols": ["O", "H", "H", "O", "H", "H", "O", "H", "H", "O", "H", "H", "O", "H", "H", "O", "H", "H", "O", "H", "H", "O", "H", "H", "O", "H", "H", "O", "H", "H"], "xyz": [[2.735, -1.351, -3.204], [2.749, -1.194, -4.155], [2.462, -0.510, -2.809], [-0.714, -2.674, -2.259], [-0.233, -2.321, -3.015], [-0.101, -2.602, -1.505], [0.126, -2.546, -0.242], [0.382, -1.619, -0.102], [-0.760, -2.616, 0.137], [1.517, -1.674, 2.460], [0.821, -1.276, 1.924], [2.157, -1.994, 1.815], [2.474, 1.186, -1.650], [1.974, 2.014, -1.568], [3.389, 1.467, -1.782], [-0.201, 2.972, 0.511], [0.416, 3.284, 1.186], [-0.863, 3.674, 0.455], [-2.676, -1.369, -0.271], [-3.116, -1.001, -1.044], [-1.844, -1.737, -0.614], [-1.779, 3.234, 3.020], [-0.981, 3.429, 3.523], [-1.634, 2.332, 2.641], [-2.506, 0.671, 2.184], [-2.198, 0.010, 1.538], [-3.209, 0.218, 2.662], [0.410, 0.301, 0.169], [1.028, 0.524, -0.551], [0.174, 1.165, 0.547]], "homo_ev": -10.24, "gap_ev": 10.05, "relative_energy_kj_mol": 325.1, "mol_weight_g_mol": 180.2, "multiplicity": 1, "total_charge": 0}


No. 8
{"formula": "H20O10", "method": "ωB97M-V/def2-TZVPD", "symbols": ["H", "H", "H", "H", "H", "H", "H", "H", "H", "H", "H", "H", "H", "H", "H", "H", "H", "H", "H", "H", "O", "O", "O", "O", "O", "O", "O", "O", "O", "O"], "xyz": [[0.968, -0.001, -0.606], [-0.492, 0.310, -0.892], [-0.334, -0.844, 1.650], [-1.372, -1.212, 0.602], [2.147, -2.220, -1.114], [2.704, -1.089, -1.962], [2.043, -3.658, 0.869], [3.320, -4.306, 0.359], [2.502, -1.568, 2.347], [1.080, -1.880, 1.912], [-3.409, 0.409, 1.307], [-3.483, -1.073, 0.976], [1.222, 4.297, 1.408], [0.199, 4.584, 0.322], [-2.848, 3.648, -0.533], [-1.409, 3.217, -0.765], [3.509, 2.928, -0.156], [4.821, 3.615, 0.187], [-3.980, -1.036, -0.883], [-4.399, -2.041, -1.944], [0.138, -0.419, -0.860], [-1.284, -0.846, 1.489], [2.692, -2.050, -1.891], [2.380, -4.222, 0.163], [1.904, -1.493, 1.595], [-3.918, -0.231, 0.796], [0.325, 4.077, 1.132], [-2.257, 3.310, -1.215], [4.257, 3.384, -0.559], [-4.585, -1.771, -1.038]], "homo_ev": -10.94, "gap_ev": 10.46, "relative_energy_kj_mol": 350.6, "mol_weight_g_mol": 180.1, "multiplicity": 1, "total_charge": 0, "smiles": "O.O.O.O.O.O.O.O.O.O"}


No. 9
{"formula": "H20O10", "method": "ωB97M-V/def2-TZVPD", "symbols": ["H", "H", "H", "H", "H", "H", "H", "H", "H", "H", "H", "H", "H", "H", "H", "H", "H", "H", "H", "H", "O", "O", "O", "O", "O", "O", "O", "O", "O", "O"], "xyz": [[-0.038, 0.562, 0.508], [-1.508, 0.394, 0.162], [3.812, 1.144, 0.583], [5.325, 1.226, 0.709], [-1.816, -1.111, 3.861], [-0.928, -2.150, 4.527], [4.212, -0.828, 0.563], [5.723, -0.918, 0.427], [-4.129, -2.718, -0.910], [-3.458, -1.440, -1.384], [-3.089, 2.024, -1.723], [-2.239, 1.301, -2.755], [0.043, -0.955, -1.644], [0.874, -2.011, -2.355], [0.662, -2.875, -0.640], [2.111, -3.269, -0.404], [1.444, 2.775, -0.776], [2.177, 3.519, -1.880], [-3.923, 2.575, 1.250], [-5.281, 2.650, 1.929], [-0.884, 1.021, 0.546], [4.627, 0.952, 0.104], [-1.165, -1.794, 3.663], [5.028, -0.413, 0.864], [-3.522, -2.382, -1.579], [-2.955, 1.159, -2.125], [-0.022, -1.827, -2.049], [1.535, -2.500, -0.478], [1.791, 3.644, -1.006], [-4.410, 2.246, 2.014]], "homo_ev": -6.34, "gap_ev": 6.28, "relative_energy_kj_mol": 951.9, "mol_weight_g_mol": 180.1, "multiplicity": 1, "total_charge": 0}


No. 10
{"formula": "H20O10", "method": "ωB97M-V/def2-TZVPD", "symbols": ["O", "H", "H", "O", "H", "H", "O", "H", "H", "O", "H", "H", "O", "H", "H", "O", "H", "H", "O", "H", "H", "O", "H", "H", "O", "H", "H", "O", "H", "H"], "xyz": [[-1.133, 1.054, -3.248], [-1.077, 1.726, -3.823], [-1.046, 1.593, -2.388], [1.323, -0.356, 0.078], [1.166, 0.491, 0.533], [1.812, -0.907, 0.525], [-0.673, 3.598, 1.247], [-1.703, 3.830, 1.371], [-0.066, 4.069, 0.768], [3.164, -1.537, 1.153], [3.907, -1.212, 0.635], [2.909, -2.472, 0.606], [-2.796, 1.178, 1.188], [-3.505, 1.645, 1.482], [-2.061, 1.699, 1.721], [-0.979, 3.194, -1.774], [-1.760, 3.818, -1.697], [-0.140, 3.359, -1.344], [0.058, -3.053, 2.916], [0.113, -3.848, 2.346], [0.449, -2.302, 2.679], [-2.200, -2.770, 0.481], [-2.846, -2.117, 0.677], [-1.734, -2.652, 1.295], [3.246, 1.647, -0.425], [2.858, 1.013, -1.032], [3.162, 1.446, 0.408], [-0.026, -3.376, -1.722], [-0.615, -3.352, -2.384], [0.303, -2.467, -1.521]], "homo_ev": [-14.28, -13.67], "gap_ev": [11.33, 2.79], "relative_energy_kj_mol": 489.0, "mol_weight_g_mol": 180.2, "multiplicity": 2, "s2": 0.76, "total_charge": 1}


No. 11
{"formula": "H20O10Sn", "method": "ωB97M-V/def2-TZVPD", "symbols": ["Sn", "O", "H", "H", "O", "H", "H", "O", "H", "H", "O", "H", "H", "O", "H", "H", "O", "H", "H", "O", "H", "H", "O", "H", "H", "O", "H", "H", "O", "H", "H"], "xyz": [[-0.006, 0.128, 0.176], [-1.322, -2.440, 0.587], [-1.198, -3.035, -0.121], [-0.783, -2.835, 1.265], [-2.437, 0.986, -0.292], [-2.834, 1.417, -1.066], [-3.152, 0.555, 0.167], [-1.441, -1.221, -1.910], [-0.884, -1.680, -2.561], [-2.284, -1.665, -1.863], [-0.080, 2.709, 0.845], [-0.901, 3.243, 0.717], [0.551, 3.371, 0.901], [1.300, -1.433, -1.756], [0.946, -1.843, -2.528], [2.094, -1.934, -1.547], [0.074, 1.433, -2.140], [-0.339, 2.302, -2.039], [-0.102, 1.156, -3.049], [2.468, 1.121, -0.664], [2.233, 2.003, -1.018], [2.667, 0.576, -1.437], [1.779, -1.793, 1.200], [2.706, -1.572, 1.068], [1.799, -2.777, 1.108], [1.451, 0.728, 2.564], [0.754, 0.880, 3.192], [2.095, 1.416, 2.624], [-1.474, 0.083, 2.223], [-1.607, -0.596, 2.852], [-2.070, 0.731, 2.516]], "homo_ev": -16.84, "gap_ev": 10.88, "relative_energy_kj_mol": 35.0, "mol_weight_g_mol": 298.9, "multiplicity": 1, "total_charge": 2}


No. 12
{"formula": "H21O10", "method": "ωB97M-V/def2-TZVPD", "symbols": ["O", "H", "H", "O", "H", "H", "O", "H", "H", "O", "H", "H", "O", "H", "H", "O", "H", "H", "O", "H", "H", "O", "H", "H", "O", "H", "O", "H", "H", "H", "H"], "xyz": [[-1.580, -0.723, -1.740], [-0.986, -1.430, -1.972], [-1.654, -0.148, -0.183], [-0.835, -0.225, 0.567], [1.631, -1.248, -0.925], [2.109, -3.205, 1.207], [1.214, -3.368, 1.481], [-1.849, -0.052, -2.366], [0.508, -3.208, 0.865], [-1.916, -0.592, 2.818], [-0.982, -0.512, 2.978], [-2.337, -1.422, 2.611], [-2.411, 1.734, -0.008], [0.321, -2.386, -3.548], [-3.261, 2.138, -0.244], [1.876, 1.424, 2.791], [1.900, 1.195, 3.710], [-1.911, 2.606, 0.034], [1.142, -2.038, -1.143], [2.728, 1.741, 2.421], [1.486, -2.871, -0.848], [1.317, 0.893, 0.044], [1.575, 1.298, 0.838], [0.006, 0.327, 0.381], [0.042, 3.481, -0.773], [-1.407, 0.313, 1.213], [0.142, -1.508, -3.875], [0.870, -0.947, -4.207], [1.086, 1.496, -0.633], [0.462, 3.969, -0.069], [0.712, 3.265, -1.423]], "homo_ev": -14.15, "gap_ev": 10.94, "relative_energy_kj_mol": 246.6, "mol_weight_g_mol": 181.2, "multiplicity": 1, "total_charge": 1}